No. 1
Computed, not measured: an isolated molecule of C8H13NO2, with ωB97M-V with the def2-TZVPD basis set.

Output
Relative energy (zero: lowest compared OMol25 entry of this formula, charge and spin) ... 275.13 kJ/mol
SMILES string ... COC[C@@](C)(O)c1ccc[nH]1
F_max ... 0.0883 hartree/bohr
Frontier orbital gap ... 8.70 eV
HOMO ... -7.851 eV
E ... -14089.4601 eV
LUMO energy ... 0.8506 eV

Last column: Löwdin charge in e.
CARTESIAN COORDINATES (ANGSTROEM)
C -3.12 -0.89 -0.93  -0.106
C -2.03 -0.10 -1.22  -0.047
C -2.95 -1.38 0.33  -0.126
C -1.28 0.09 -0.07  -0.221
C 0.21 1.27 1.66  0.013
C 2.42 -1.56 -1.14  -0.077
C 1.13 0.47 -0.77  -0.156
C -0.18 1.03 0.15  -0.411
N -1.92 -0.67 0.90  0.075
O -0.47 2.24 -0.65  -0.057
O 1.66 -0.70 -0.25  -0.221
H -3.88 -1.30 -1.55  0.089
H -1.74 0.28 -2.12  0.077
H -3.65 -2.04 0.90  0.119
H -0.64 1.52 2.24  0.069
H 0.65 0.37 1.89  0.056
H 0.73 2.22 1.58  0.091
H 1.82 -1.92 -1.99  0.075
H 2.75 -2.37 -0.39  0.111
H 3.32 -0.93 -1.61  0.116
H 0.71 0.54 -1.78  0.117
H 1.91 1.27 -0.61  0.137
H -1.46 -0.74 1.79  0.140
H -1.16 2.67 -0.04  0.136

---

No. 2
Computed, not measured: C2F2O3SSc as an isolated structure, with ωB97M-V with the def2-TZVPD basis set.

Output
Expectation value of S² ... 0.752
Relative energy (zero: lowest compared OMol25 entry of this formula, charge and spin) ... 0.00 kJ/mol
F_max ... 0.0486 hartree/bohr
Frontier orbital gap (alpha / beta) ... 5.91 / 6.43 eV
HOMO (alpha / beta) ... -7.307 / -7.828 eV
E ... -45184.9648 eV
LUMO energy (alpha / beta) ... -1.4016 / -1.3977 eV
Spin multiplicity ... 2

Last column: Löwdin charge in e.
CARTESIAN COORDINATES (ANGSTROEM)
Sc 0.64 1.49 0.94  1.043
S 0.84 -0.07 -1.49  0.813
O -0.01 1.26 -0.99  -0.845
C 1.62 -0.46 0.11  -0.759
F 1.25 -1.74 0.53  -0.114
F 3.00 -0.61 -0.06  -0.120
O -1.61 -0.07 1.13  0.132
C -2.41 0.06 0.27  -0.394
O -3.32 0.14 -0.44  0.243

---

No. 3
Computed, not measured: a 2-piece molecular cluster, C2H8NOS overall, with ωB97M-V with the def2-TZVPD basis set.

Output
Charge ... -1
Relative energy (zero: lowest compared OMol25 entry of this formula, charge and spin) ... 11.99 kJ/mol
F_max ... 0.0076 hartree/bohr
Frontier orbital gap ... 7.30 eV
HOMO ... -3.104 eV
E ... -16577.7046 eV
LUMO energy ... 4.1932 eV

Last column: Löwdin charge in e.
CARTESIAN COORDINATES (ANGSTROEM)
S 1.18 0.84 -2.26  -0.083
H 1.47 0.39 -3.49  -0.430
H 0.48 -0.91 -1.21  -0.091
C 0.37 0.85 1.21  -0.173
N -0.70 -0.14 1.30  -0.128
C -1.04 -0.72 0.02  -0.388
O -0.03 -1.49 -0.57  -0.158
H 1.31 0.45 0.83  0.056
H 0.54 1.29 2.20  0.061
H 0.06 1.63 0.52  0.056
H -0.41 -0.90 1.90  0.086
H -1.32 0.09 -0.66  0.089
H -1.91 -1.37 0.19  0.101

---

No. 4
Computed, not measured: an isolated molecule of C3H5F2N, with ωB97M-V with the def2-TZVPD basis set.

Output
Relative energy (zero: lowest compared OMol25 entry of this formula, charge and spin) ... 77.65 kJ/mol
SMILES string ... FC1(F)CNC1
F_max ... 0.0890 hartree/bohr
Frontier orbital gap ... 10.42 eV
HOMO ... -9.398 eV
E ... -10115.5284 eV
LUMO energy ... 1.0251 eV

Last column: Löwdin charge in e.
CARTESIAN COORDINATES (ANGSTROEM)
C -0.91 -0.04 0.15  -0.626
C 0.23 0.96 0.62  -0.036
C 0.08 -0.88 -0.64  -0.109
H 0.46 0.98 1.66  0.092
H 0.33 1.91 0.02  0.128
H 1.98 0.11 -0.38  0.120
H 0.06 -0.68 -1.65  0.092
H -0.10 -1.95 -0.40  0.127
N 1.12 -0.20 0.15  -0.057
F -1.38 -0.79 1.05  0.174
F -1.86 0.58 -0.59  0.095

---

No. 5
Computed, not measured: C14H19F6N6O5S3V as an isolated structure, with ωB97M-V with the def2-TZVPD basis set.

Output
Expectation value of S² ... 2.021
Relative energy (zero: lowest compared OMol25 entry of this formula, charge and spin) ... 136.44 kJ/mol
F_max ... 0.0270 hartree/bohr
Frontier orbital gap (alpha / beta) ... 8.15 / 8.28 eV
HOMO (alpha / beta) ... -8.306 / -8.379 eV
E ... -108504.5888 eV
LUMO energy (alpha / beta) ... -0.1561 / -0.1009 eV
Spin multiplicity ... 3

Last column: Löwdin charge in e.
CARTESIAN COORDINATES (ANGSTROEM)
V -0.15 0.39 -0.14  0.698
N -1.34 0.08 3.95  0.068
C -0.87 0.48 2.73  -0.841
S -1.96 0.29 1.36  0.700
N 0.34 0.95 2.69  0.035
N 0.64 1.33 1.37  -0.151
C 1.43 2.33 1.22  -0.034
C 1.54 3.10 0.00  -0.147
C 2.51 4.11 -0.07  -0.034
C 2.58 4.95 -1.16  -0.080
C 1.65 4.80 -2.19  -0.063
C 0.67 3.82 -2.13  -0.009
C 0.61 2.96 -1.05  -0.317
O -0.32 1.99 -1.01  -0.214
H -2.34 -0.02 4.05  0.077
H -0.83 0.40 4.76  0.096
H 1.98 2.66 2.11  0.138
H 3.21 4.22 0.75  0.115
H 3.33 5.72 -1.21  0.102
H 1.70 5.44 -3.06  0.108
H -0.04 3.68 -2.93  0.126
F -1.76 -2.32 -4.06  0.150
C -0.93 -1.32 -4.37  -0.691
F 0.00 -1.77 -5.19  0.166
F -1.62 -0.35 -4.95  0.163
S -0.18 -0.75 -2.81  0.632
O -1.32 -0.31 -1.98  -0.321
O 0.50 -1.92 -2.31  -0.287
N 0.82 0.40 -3.24  -0.259
S 2.19 0.46 -2.41  0.697
O 1.93 0.19 -0.97  -0.356
O 2.98 1.59 -2.75  -0.222
C 3.24 -1.00 -3.00  -0.667
F 3.36 -1.91 -2.04  0.150
F 4.44 -0.52 -3.29  0.149
F 2.71 -1.56 -4.08  0.150
N 0.29 -1.61 0.53  -0.079
C 0.21 -2.35 1.81  -0.242
C 0.35 -3.85 1.65  -0.191
C -0.88 -4.63 1.21  -0.204
C -1.39 -4.34 -0.19  -0.259
N -1.99 -3.00 -0.26  0.002
H -0.47 -2.00 -0.05  0.018
H 1.16 -1.85 0.05  0.082
H -0.75 -2.10 2.27  0.084
H 1.00 -1.98 2.46  0.117
H 0.66 -4.24 2.63  0.112
H 1.18 -4.07 0.97  0.119
H -1.70 -4.46 1.93  0.116
H -0.64 -5.70 1.27  0.110
H -2.08 -5.13 -0.48  0.107
H -0.55 -4.37 -0.89  0.115
H -2.76 -2.90 0.39  0.088
H -2.33 -2.79 -1.19  0.077

---

No. 6
Computed, not measured: C4H4O2S as an isolated structure, with ωB97M-V with the def2-TZVPD basis set.

Output
Relative energy (zero: lowest compared OMol25 entry of this formula, charge and spin) ... 214.86 kJ/mol
F_max ... 0.1278 hartree/bohr
Frontier orbital gap ... 8.96 eV
HOMO ... -9.504 eV
E ... -19140.7644 eV
LUMO energy ... -0.5476 eV

Last column: Löwdin charge in e.
CARTESIAN COORDINATES (ANGSTROEM)
C -1.32 -0.56 0.00  -0.808
C -0.62 0.80 -0.07  -0.174
C 0.83 0.39 0.03  -0.139
C 0.92 -1.04 -0.13  -0.490
H -0.80 1.58 0.67  0.115
H -0.82 1.52 -1.00  0.168
H 1.76 1.24 -0.55  0.239
H 1.31 0.33 1.15  0.187
O 1.95 -1.73 0.00  0.079
O -0.34 -1.50 -0.10  0.029
S -2.85 -1.03 0.00  0.795

---

No. 7
Computed, not measured: an isolated ion of composition C26H50N2O7PS2 and charge +1, with ωB97M-V with the def2-TZVPD basis set.

Output
Charge ... +1
SMILES string ... C#C[N@@+]1(CSCC)[C@@H](P(=N)(O)O)[C@H](CCCCCCC)O[C@@H](CCCOC)[C@@]1(C=C)CCCCS(=O)(=O)O
F_max ... 0.2121 hartree/bohr
Frontier orbital gap ... 7.03 eV
HOMO ... -11.479 eV
E ... -76015.8163 eV
LUMO energy ... -4.4466 eV

Last column: Löwdin charge in e.
CARTESIAN COORDINATES (ANGSTROEM)
C 3.05 1.73 1.40  0.205
C 1.70 2.14 1.21  -0.157
N 0.20 2.20 0.81  -0.202
C -0.28 3.53 1.36  -0.374
S 1.07 4.45 2.35  0.845
C 0.06 5.47 3.60  -0.509
C 0.98 6.34 4.63  -0.156
C 0.14 2.16 -0.70  -0.235
P 1.33 3.38 -1.61  0.787
N 2.87 2.81 -1.72  -0.198
O 1.45 4.96 -0.90  -0.224
O 0.81 3.60 -3.29  -0.236
C 0.34 0.73 -1.42  -0.266
C -0.60 0.75 -2.80  -0.124
C 0.15 0.04 -4.09  -0.172
C -0.65 -1.33 -4.58  -0.200
C 0.36 -2.59 -4.94  -0.194
C -0.07 -3.85 -3.97  -0.228
C 0.63 -5.28 -4.36  -0.257
C 1.94 -5.56 -3.41  -0.143
O 0.00 -0.49 -0.73  -0.122
C -0.16 -0.44 0.70  -0.215
C 1.14 -1.18 1.38  -0.112
C 2.33 -1.55 0.25  -0.160
C 2.06 -2.96 -0.54  -0.182
O 2.60 -2.75 -1.93  -0.314
C 4.06 -2.90 -1.95  -0.142
C -0.58 0.99 1.37  -0.243
C -2.22 1.13 1.07  -0.078
C -2.91 0.72 -0.18  0.035
C -0.50 0.93 3.04  -0.121
C -1.28 -0.34 3.71  -0.172
C -2.84 0.01 4.21  -0.207
C -3.47 -1.25 5.10  -0.200
S -5.10 -1.78 4.26  0.791
O -5.95 -2.59 5.28  -0.355
O -4.75 -2.54 2.96  -0.387
O -6.07 -0.42 3.80  -0.233
H 4.21 1.52 1.25  0.127
H -1.19 3.48 2.08  0.103
H -0.65 4.18 0.42  0.122
H -0.70 6.10 2.97  0.088
H -0.60 4.65 4.17  0.082
H 0.67 7.48 4.47  0.097
H 0.63 6.07 5.73  0.098
H 2.12 6.14 4.45  0.082
H -0.96 2.54 -0.98  0.148
H 3.14 2.68 -2.72  -0.007
H 0.66 5.55 -1.16  0.115
H 1.35 3.02 -3.90  0.083
H 1.45 0.60 -1.84  0.141
H -1.53 0.05 -2.55  0.113
H -1.05 1.81 -3.03  0.105
H 1.28 -0.21 -3.91  0.109
H 0.09 0.78 -5.02  0.118
H -1.28 -1.06 -5.55  0.117
H -1.42 -1.74 -3.80  0.097
H 1.49 -2.29 -4.86  0.109
H 0.08 -2.92 -6.05  0.120
H 0.12 -3.61 -2.82  0.100
H -1.25 -4.02 -4.06  0.116
H 0.90 -5.41 -5.49  0.110
H -0.17 -6.13 -4.11  0.112
H 2.76 -4.75 -3.72  0.078
H 1.64 -5.25 -2.30  0.071
H 2.34 -6.66 -3.42  0.081
H -1.08 -1.17 0.94  0.169
H 0.81 -2.23 1.84  0.134
H 1.69 -0.56 2.20  0.089
H 3.31 -1.73 0.92  0.122
H 2.59 -0.63 -0.44  0.112
H 0.93 -3.24 -0.67  0.126
H 2.70 -3.86 -0.10  0.143
H 4.42 -4.02 -1.84  0.106
H 4.48 -2.51 -3.00  0.116
H 4.63 -2.29 -1.13  0.091
H -2.86 1.65 1.90  0.113
H -3.28 1.50 -0.99  0.108
H -3.11 -0.41 -0.39  0.105
H -0.96 1.90 3.55  0.120
H 0.62 0.87 3.43  0.124
H -0.71 -0.58 4.73  0.138
H -1.25 -1.34 3.10  0.117
H -2.82 0.97 4.91  0.134
H -3.57 0.13 3.29  0.079
H -2.71 -2.14 5.20  0.136
H -3.72 -0.82 6.16  0.122
H -6.10 -0.39 2.78  0.117

---

No. 8
Computed, not measured: C4H9N2 as an isolated structure, with ωB97M-V with the def2-TZVPD basis set.

Output
Charge ... +1
Relative energy (zero: lowest compared OMol25 entry of this formula, charge and spin) ... 318.03 kJ/mol
F_max ... 0.0900 hartree/bohr
Frontier orbital gap ... 9.98 eV
HOMO ... -13.885 eV
E ... -7264.8456 eV
LUMO energy ... -3.9035 eV

Last column: Löwdin charge in e.
CARTESIAN COORDINATES (ANGSTROEM)
C -0.87 -1.32 0.23  0.037
C 0.38 -1.38 -0.22  -0.057
C -0.86 0.22 0.23  -0.351
C 0.46 0.07 -0.47  -0.249
N -1.96 1.06 -0.20  0.081
N 1.76 0.68 0.15  0.202
H -1.49 -2.17 0.47  0.123
H 1.13 -2.20 -0.34  0.137
H -0.49 0.38 1.28  0.160
H 0.49 0.44 -1.57  0.193
H -2.15 0.71 -1.08  0.045
H -2.77 0.81 0.46  0.137
H 1.76 1.72 0.49  0.221
H 2.65 0.75 -0.43  0.198
H 1.98 0.24 1.00  0.123